A 2-piece molecular cluster, C3H2O3S overall, computed with ωB97M-V/def2-TZVPD.

Properties
Maximum force   5.01 eV Å⁻¹
HOMO   -0.3496 Ha
Energy relative to the best compared isomer or geometry (same formula, charge and spin)   88.5 kcal per mole
Gap between HOMO and LUMO   8.143 eV
LUMO level   -1.37 eV

ORCA input file:
```
! RIJCOSX wB97M-V def2-TZVPD def2/J DEFGRID3
* xyz 0 1
C 0.538 1.361 0.569
C 1.651 1.703 0.041
C -0.676 1.223 1.103
O 2.934 -1.228 0.891
O 2.906 -1.699 -1.404
O 2.753 1.933 -0.477
S 3.509 -0.922 -0.394
H -1.419 1.930 0.943
H -0.925 0.423 1.700
*
```

C3H2O3Tb as an isolated structure, computed with ωB97M-V/def2-TZVPD.

Properties
Maximum force   4.33 eV Å⁻¹
HOMO (spin up / spin down)   -0.6554 / -0.6406 Ha
Energy relative to the best compared isomer or geometry (same formula, charge and spin)   75.2 kcal per mole
Gap between HOMO and LUMO (spin up / spin down)   5.355 / 7.436 eV
LUMO level (spin up / spin down)   -12.48 / -10.00 eV

ORCA input file:
```
! RIJCOSX wB97M-V def2-TZVPD def2/J DEFGRID3
* xyz 2 8
O -0.592 -1.345 0.487
C 0.453 -1.808 -0.061
C -1.143 -0.055 0.218
O 1.448 -1.366 -0.596
O 0.831 1.277 0.290
C -0.435 1.074 0.049
Tb 2.682 0.402 -0.220
H -2.224 -0.111 0.144
H -1.019 1.933 -0.312
*
```

A 2-piece molecular cluster, C3H2O4 overall, computed with ωB97M-V/def2-TZVPD.

Properties
SMILES string   O=CC=O.O=C=O
Maximum force   1.81 eV Å⁻¹
HOMO   -0.3740 Ha
Energy relative to the best compared isomer or geometry (same formula, charge and spin)   12.8 kcal per mole
Gap between HOMO and LUMO   10.329 eV
LUMO level   0.15 eV

ORCA input file:
```
! RIJCOSX wB97M-V def2-TZVPD def2/J DEFGRID3
* xyz 0 1
O -1.097 -1.489 -0.671
C -0.656 -0.453 -0.277
C 0.629 -0.221 0.471
O 0.773 -0.166 1.655
H -1.144 0.526 -0.480
H 1.459 -0.012 -0.243
O -2.150 -0.837 2.963
C -1.388 -1.685 3.069
O -0.631 -2.533 3.182
*
```

C3H2O4Tm as an isolated structure, computed with ωB97M-V/def2-TZVPD.

Properties
Maximum force   3.15 eV Å⁻¹
HOMO (spin up / spin down)   -0.2865 / -0.3154 Ha
Gap between HOMO and LUMO (spin up / spin down)   6.749 / 6.670 eV
LUMO level (spin up / spin down)   -1.05 / -1.91 eV

ORCA input file:
```
! RIJCOSX wB97M-V def2-TZVPD def2/J DEFGRID3
* xyz 0 4
H -0.217 2.198 -0.220
C -0.586 1.288 -0.884
C -0.681 0.540 0.389
O 0.084 -0.518 0.311
C 0.461 -1.432 1.530
O -0.155 -1.201 2.542
O 1.358 -2.165 1.152
Tm 1.152 -1.042 -1.770
O 0.221 0.809 -1.875
H -1.635 1.524 -1.176
*
```

A 2-piece molecular cluster, C3H2S2 overall, computed with ωB97M-V/def2-TZVPD.

Properties
Maximum force   4.75 eV Å⁻¹
HOMO   -0.3382 Ha
Energy relative to the best compared isomer or geometry (same formula, charge and spin)   32.1 kcal per mole
Gap between HOMO and LUMO   8.613 eV
LUMO level   -0.59 eV

ORCA input file:
```
! RIJCOSX wB97M-V def2-TZVPD def2/J DEFGRID3
* xyz 0 1
C 1.097 -0.327 0.586
C 1.629 -0.383 -0.504
C -1.451 0.646 -0.056
S -2.172 -0.645 -0.488
S -1.624 2.076 0.330
H 0.885 -0.549 1.600
H 1.636 -0.818 -1.468
*
```

A 2-piece molecular cluster, C3H2S3 overall, computed with ωB97M-V/def2-TZVPD.

Properties
Maximum force   4.01 eV Å⁻¹
HOMO (spin up / spin down)   -0.2399 / -0.3546 Ha
Energy relative to the best compared isomer or geometry (same formula, charge and spin)   0.0 kcal per mole
Gap between HOMO and LUMO (spin up / spin down)   6.525 / 7.209 eV
LUMO level (spin up / spin down)   0.00 / -2.44 eV

ORCA input file:
```
! RIJCOSX wB97M-V def2-TZVPD def2/J DEFGRID3
* xyz 0 3
C 1.354 -0.465 0.243
C -2.340 0.991 0.632
C 1.449 -0.858 -0.988
S -1.708 2.330 0.215
S 1.408 0.367 1.572
S -2.943 -0.250 1.268
H 1.105 -1.923 -1.226
H 1.675 -0.192 -1.716
*
```

A 12-piece molecular cluster, C3H30N2O13 overall, computed with ωB97M-V/def2-TZVPD.

Properties
SMILES string   NC(=O)CNCO.O.O.O.O.O.O.O.O.O.O.O
Maximum force   2.24 eV Å⁻¹
HOMO   -0.3682 Ha
Energy relative to the best compared isomer or geometry (same formula, charge and spin)   65.3 kcal per mole
Gap between HOMO and LUMO   10.066 eV
LUMO level   0.05 eV

ORCA input file:
```
! RIJCOSX wB97M-V def2-TZVPD def2/J DEFGRID3
* xyz 0 1
N -1.343 -1.888 -1.831
C -0.445 -1.340 -0.979
O 0.255 -2.054 -0.273
C -0.320 0.146 -1.093
N -0.938 0.756 0.140
C -0.485 2.057 0.544
O -0.651 2.973 -0.556
H -1.284 -2.875 -1.998
H -2.090 -1.456 -2.341
H -0.869 0.613 -1.909
H 0.687 0.504 -1.302
H -1.909 0.810 -0.135
H 0.548 2.096 0.824
H -1.252 2.277 1.298
H -0.474 3.873 -0.320
O 2.707 -1.060 -0.591
H 2.158 -1.838 -0.743
H 2.710 -0.879 0.354
O 4.000 -0.670 1.954
H 4.224 0.153 1.508
H 3.210 -0.484 2.449
O 2.134 -0.224 -3.358
H 2.657 -0.606 -2.626
H 2.926 0.020 -3.864
O -3.155 0.097 1.417
H -2.850 -0.836 1.468
H -4.098 -0.049 1.547
O 1.055 2.295 -3.016
H 1.203 1.354 -3.168
H 1.075 2.561 -2.096
O -2.572 2.325 -2.448
H -2.494 1.430 -2.747
H -1.782 2.725 -2.051
O -3.042 -2.553 0.874
H -3.765 -3.141 0.666
H -2.269 -2.990 1.279
O -0.821 -3.651 2.191
H -0.126 -4.204 1.815
H -0.393 -2.789 2.089
O 1.359 0.195 1.971
H 0.928 0.308 2.821
H 0.714 -0.226 1.391
O -0.985 -0.182 3.120
H -1.404 0.359 2.414
H -1.342 -1.005 2.766
O 2.970 2.390 0.507
H 3.382 2.861 1.231
H 2.255 1.819 0.805
*
```

C3H31NO14 as an isolated structure, computed with ωB97M-V/def2-TZVPD.

Properties
Maximum force   9.11 eV Å⁻¹
HOMO   -0.3539 Ha
Energy relative to the best compared isomer or geometry (same formula, charge and spin)   55.1 kcal per mole
Gap between HOMO and LUMO   9.884 eV
LUMO level   0.25 eV

ORCA input file:
```
! RIJCOSX wB97M-V def2-TZVPD def2/J DEFGRID3
* xyz 0 1
C 1.927 -1.932 0.241
N 1.179 -0.925 -0.509
C 0.795 0.263 0.241
C -0.542 0.246 0.938
O -0.635 1.158 1.915
O -1.544 -0.390 0.618
H 2.349 -2.630 -0.495
H 1.368 -2.519 0.979
H 2.771 -1.477 0.761
H 0.384 -1.325 -0.997
H 0.727 1.106 -0.468
H 1.575 0.522 0.978
H -1.513 1.126 2.405
H -1.426 1.044 -3.725
H -0.170 1.251 -2.817
O -1.158 1.025 -2.800
H -0.914 -3.630 0.191
H -1.615 -2.358 0.680
O -1.252 -3.198 0.989
H -2.628 3.569 -1.582
H -1.908 2.186 -1.687
O -2.291 2.838 -1.058
H 1.520 -0.813 2.954
H 2.381 -0.074 4.016
O 2.401 -0.399 3.099
H -1.042 3.379 0.031
H -0.364 2.799 1.277
O -0.356 3.590 0.704
H -1.752 -0.480 -2.150
H -2.122 -0.942 -0.706
O -1.998 -1.264 -1.611
H -0.423 -2.219 2.158
H -0.795 -1.439 3.422
O -0.123 -1.466 2.730
H 1.949 0.763 -2.710
H 1.643 2.120 -2.123
O 1.377 1.549 -2.881
H 2.557 3.064 -0.022
H 1.024 3.348 -0.228
O 1.864 3.085 -0.682
H -0.417 -4.121 -1.589
H -1.171 -2.778 -1.306
O -0.681 -3.522 -0.888
H -2.908 0.011 1.881
H -3.772 1.160 2.382
O -3.058 0.567 2.670
H 2.249 -0.887 -1.382
H 3.684 -0.353 -1.729
O 2.852 -0.628 -2.114
*
```